Run w
C8H6N2O in the gas phase, computed with ωB97M-V/def2-TZVPD.

Each line ends with the natural charge from an NBO analysis.
Cartesian coordinates (Å):
1 O -2.058 2.327 -0.185  -0.56
2 C -1.730 1.151 -0.043  0.62
3 N -2.723 0.185 -0.091  -0.52
4 C -2.419 -1.042 0.043  0.33
5 N -1.168 -1.548 0.140  -0.56
6 C -0.075 -0.632 -0.144  0.18
7 C 1.232 -1.163 -0.231  -0.26
8 C 2.260 -0.231 -0.122  -0.17
9 C 2.059 1.197 0.048  -0.23
10 C 0.767 1.667 0.065  -0.15
11 C -0.287 0.753 -0.019  -0.19
12 H -3.118 -1.844 0.120  0.18
13 H -1.024 -2.492 0.067  0.40
14 H 1.469 -2.252 -0.237  0.22
15 H 3.247 -0.691 -0.071  0.22
16 H 2.962 1.892 0.299  0.23
17 H 0.607 2.725 0.361  0.25

Properties
SMILES string: O=c1nc[nH]c2ccccc12
LUMO in eV: 0.29
Total charge: 0
HOMO level in eV: -9.03
Kohn-Sham gap in eV: 9.318

***

Run x
C8H6N2O in the gas phase, computed with ωB97M-V/def2-TZVPD.

Each line ends with the natural charge from an NBO analysis.
Cartesian coordinates (Å):
1 O 1.908 0.895 2.295  -0.55
2 C 1.567 0.862 1.129  0.62
3 N 2.220 1.650 0.187  -0.50
4 C 1.766 1.682 -0.993  0.32
5 N 0.686 0.982 -1.494  -0.57
6 C -0.017 0.125 -0.647  0.19
7 C -1.164 -0.569 -1.084  -0.26
8 C -1.838 -1.421 -0.230  -0.17
9 C -1.473 -1.502 1.105  -0.24
10 C -0.361 -0.766 1.552  -0.12
11 C 0.411 0.069 0.703  -0.20
12 H 2.206 2.298 -1.763  0.18
13 H 0.504 0.952 -2.492  0.41
14 H -1.493 -0.419 -2.085  0.21
15 H -2.737 -1.936 -0.577  0.22
16 H -2.109 -2.057 1.822  0.23
17 H -0.075 -0.845 2.570  0.23

Properties
SMILES string: O=c1nc[nH]c2ccccc12
LUMO in eV: 0.25
Total charge: 0
HOMO level in eV: -8.93
Kohn-Sham gap in eV: 9.177

***

Most stable: run x (next structure +62.9 kJ/mol)

***

Run w
C9H11NOS in the gas phase, computed with ωB97M-V/def2-TZVPD.

Each line ends with the natural charge from an NBO analysis.
Cartesian coordinates (Å):
1 C -0.912 -2.085 -0.069  -0.29
2 C -2.193 -1.864 0.152  -0.34
3 C -0.087 -0.952 -0.116  0.12
4 C -0.860 0.254 0.047  -0.16
5 C 1.838 -0.028 0.920  0.62
6 C -0.486 1.576 0.133  0.04
7 C -1.434 2.554 0.614  -0.67
8 C 0.533 2.032 -0.812  -0.64
9 C 1.938 -2.279 -0.234  -0.42
10 N 1.321 -0.981 0.051  -0.49
11 O 2.932 0.468 0.900  -0.53
12 S -2.621 -0.153 0.331  0.32
13 H -0.499 -3.077 -0.212  0.22
14 H -2.932 -2.638 0.123  0.23
15 H -2.370 2.646 -0.057  0.23
16 H -1.030 3.577 0.512  0.23
17 H -1.825 2.446 1.679  0.24
18 H 0.108 2.454 -1.701  0.22
19 H 1.074 1.169 -1.022  0.22
20 H 1.146 2.683 -0.275  0.22
21 H 2.257 -2.542 -1.297  0.21
22 H 2.944 -2.221 0.288  0.23
23 H 1.157 -3.036 0.046  0.21

Properties
LUMO (spin up / spin down) in eV: -0.13 / -0.42
Total charge: 0
HOMO level (spin up / spin down) in eV: -6.81 / -8.18
Kohn-Sham gap (spin up / spin down) in eV: 6.686 / 7.756

***

Run x
C9H11NOS in the gas phase, computed with ωB97M-V/def2-TZVPD.

Each line ends with the natural charge from an NBO analysis.
Cartesian coordinates (Å):
1 C -2.972 1.636 -0.428  -0.22
2 C -2.978 1.478 0.934  -0.20
3 C -1.945 1.117 -1.193  -0.17
4 C -1.979 0.727 1.555  -0.32
5 C -0.995 0.211 -0.673  -0.13
6 C -1.150 0.089 0.659  0.30
7 C 0.099 -0.422 -1.445  -0.45
8 C 0.667 -1.619 -0.554  -0.27
9 C 3.642 -0.905 0.834  -0.82
10 N 0.896 -1.302 0.773  -0.61
11 O 2.085 1.082 0.274  -1.00
12 S 2.020 -0.081 1.217  1.36
13 H -3.925 1.932 -0.825  0.22
14 H -3.668 2.105 1.439  0.22
15 H -1.777 1.415 -2.194  0.21
16 H -2.042 0.451 2.630  0.25
17 H -0.388 -0.650 -2.433  0.23
18 H 0.879 0.367 -1.522  0.27
19 H -0.080 -2.499 -0.506  0.21
20 H 1.671 -2.006 -0.807  0.22
21 H 4.071 -1.328 1.725  0.23
22 H 4.440 -0.191 0.535  0.25
23 H 3.428 -1.607 0.006  0.22

Properties
LUMO (spin up / spin down) in eV: -0.29 / -0.94
Total charge: 0
HOMO level (spin up / spin down) in eV: -8.58 / -8.48
Kohn-Sham gap (spin up / spin down) in eV: 8.289 / 7.539

***

Most stable: run w (next structure +142.6 kJ/mol)

***

Run w
C5H12OS in the gas phase, computed with ωB97M-V/def2-TZVPD.

Each line ends with the natural charge from an NBO analysis.
Cartesian coordinates (Å):
1 C 2.599 -0.783 -0.682  -0.78
2 S 1.352 -1.713 0.179  0.18
3 C 0.536 -0.333 1.081  -0.52
4 C -0.974 -0.323 1.191  -0.42
5 C -1.738 -0.199 -0.145  -0.44
6 C -1.111 0.853 -1.045  -0.06
7 O -1.041 2.159 -0.537  -0.74
8 H 2.469 -0.582 -1.761  0.21
9 H 3.543 -1.325 -0.614  0.23
10 H 2.821 0.230 -0.337  0.23
11 H 0.839 0.640 0.682  0.22
12 H 0.996 -0.413 2.068  0.22
13 H -1.194 0.378 2.005  0.21
14 H -1.293 -1.229 1.739  0.21
15 H -1.679 -1.189 -0.606  0.23
16 H -2.801 -0.009 0.058  0.21
17 H -1.517 0.840 -2.065  0.17
18 H -0.081 0.549 -1.278  0.17
19 H -1.728 2.452 0.067  0.48

Properties
SMILES string: CSCCCCO
LUMO in eV: 0.89
Total charge: 0
HOMO level in eV: -8.44
Kohn-Sham gap in eV: 9.329

***

Run x
2 unconnected molecules or ions with the total composition C5H12OS, computed with ωB97M-V/def2-TZVPD.

Each line ends with the natural charge from an NBO analysis.
Cartesian coordinates (Å):
1 C -2.387 -0.662 0.769  -0.69
2 C -0.370 -1.765 -0.425  -0.67
3 C -0.869 1.713 0.208  -0.31
4 C 2.712 1.411 -0.296  -0.71
5 C -1.133 -0.585 -0.080  0.33
6 O -0.576 0.511 -0.255  -0.32
7 S 2.852 -0.325 0.346  -0.07
8 H -2.527 -1.844 0.646  0.22
9 H -2.369 -0.412 1.856  0.24
10 H -3.089 -0.079 0.270  0.22
11 H 0.732 -1.667 -0.863  0.22
12 H -0.180 -2.399 0.482  0.22
13 H -0.819 -2.456 -1.112  0.22
14 H -0.450 2.572 -0.272  0.17
15 H 3.654 1.787 -0.711  0.21
16 H -1.988 1.848 0.555  0.14
17 H 2.481 2.072 0.633  0.23
18 H 1.960 1.288 -1.012  0.22
19 H 2.367 -1.009 -0.737  0.11

Properties
LUMO (spin up / spin down) in eV: 0.78 / 0.78
Total charge: 0
HOMO level (spin up / spin down) in eV: -7.14 / -6.78
Kohn-Sham gap (spin up / spin down) in eV: 7.925 / 7.561

***

Most stable: run w (next structure +394.3 kJ/mol)

***

Run w
2 unconnected molecules or ions with the total composition C4H11INO, computed with ωB97M-V/def2-TZVPD.

Each line ends with the natural charge from an NBO analysis.
Cartesian coordinates (Å):
1 C 2.203 0.410 0.109  -0.42
2 C 0.286 -0.288 1.430  -0.41
3 C -2.748 -0.004 0.046  -0.60
4 C -0.034 0.408 -0.903  0.26
5 N 0.862 -0.217 0.071  -0.40
6 O -0.228 -0.451 -1.943  -0.67
7 I -2.881 -1.612 -1.210  0.25
8 H 2.850 -0.139 0.789  0.24
9 H 2.647 0.406 -0.884  0.24
10 H 2.108 1.436 0.459  0.23
11 H 0.987 -0.775 2.109  0.23
12 H 0.075 0.718 1.790  0.24
13 H -0.638 -0.859 1.402  0.24
14 H -2.721 -0.191 1.103  0.19
15 H -3.191 0.914 -0.292  0.20
16 H 0.110 1.457 -1.095  0.19
17 H 0.962 -1.181 -0.277  0.45
18 H -0.649 -0.033 -2.704  0.53

Properties
LUMO (spin up / spin down) in eV: -3.76 / -3.96
Total charge: +1
HOMO level (spin up / spin down) in eV: -12.72 / -11.74
Kohn-Sham gap (spin up / spin down) in eV: 8.965 / 7.780

***

Run x
2 unconnected molecules or ions with the total composition C4H11INO, computed with ωB97M-V/def2-TZVPD.

Each line ends with the natural charge from an NBO analysis.
Cartesian coordinates (Å):
1 C -1.382 -0.336 1.607  -0.67
2 C 2.562 2.177 -0.290  -0.84
3 C -1.375 -0.211 0.101  -0.07
4 C -0.347 -0.983 -0.771  0.31
5 N -1.824 -1.481 -0.526  -0.61
6 O 0.549 -1.688 -0.120  -0.67
7 I 0.003 -0.212 -2.755  0.25
8 H -2.338 -0.392 1.999  0.25
9 H -0.586 -0.949 2.058  0.26
10 H -1.043 0.590 1.978  0.25
11 H 3.541 2.232 -0.744  0.23
12 H 1.959 1.279 -0.729  0.17
13 H 2.097 3.114 -0.347  0.22
14 H -1.706 0.721 -0.314  0.26
15 H 2.750 1.978 0.781  0.22
16 H -2.573 -1.653 -1.201  0.45
17 H -1.616 -2.334 0.004  0.44
18 H 1.329 -1.851 -0.732  0.53

Properties
LUMO in eV: -4.21
Total charge: +1
HOMO level in eV: -14.21
Kohn-Sham gap in eV: 9.997

***

Run y
A molecular structure, C4H11INO, computed with ωB97M-V/def2-TZVPD.

Each line ends with the natural charge from an NBO analysis.
Cartesian coordinates (Å):
1 C -0.931 2.105 -0.189  -0.66
2 C 2.359 -1.013 1.015  -0.45
3 C -1.551 1.054 -1.064  -0.50
4 C 0.120 -1.562 0.348  0.56
5 N 1.329 -1.273 -0.014  -0.47
6 O -0.765 -1.855 -0.600  -0.66
7 I -2.969 0.083 0.229  0.14
8 H -0.778 1.858 0.902  0.22
9 H -0.082 2.512 -0.709  0.22
10 H -1.578 2.899 -0.220  0.23
11 H 2.722 0.077 1.013  0.24
12 H 1.925 -1.229 1.988  0.23
13 H 3.357 -1.580 0.834  0.26
14 H -2.165 1.553 -1.847  0.25
15 H -0.769 0.490 -1.512  0.21
16 H -0.209 -1.566 1.355  0.21
17 H 1.642 -1.105 -0.982  0.46
18 H -1.657 -1.451 -0.547  0.50

Properties
LUMO in eV: -4.28
Total charge: +1
HOMO level in eV: -13.47
Kohn-Sham gap in eV: 9.187

***

Most stable: run y (next structure +83.9 kJ/mol)

***

Run w
3 unconnected molecules or ions with the total composition C4H15N3O, computed with ωB97M-V/def2-TZVPD.

Each line ends with the natural charge from an NBO analysis.
Cartesian coordinates (Å):
1 C 0.119 1.244 -1.956  0.45
2 C 2.029 1.083 -0.896  -1.03
3 N -0.806 0.381 -1.526  -0.93
4 O 0.638 1.188 -3.220  -0.69
5 H 0.766 0.266 -3.476  0.47
6 H -0.014 2.279 -1.671  0.16
7 H -0.673 0.382 -0.135  0.44
8 H -0.716 -0.532 -1.966  0.34
9 H 2.314 0.093 -1.269  0.18
10 H 2.501 1.834 -1.530  0.21
11 H 2.503 1.217 0.089  0.18
12 C -1.236 -1.366 2.092  -0.23
13 C 0.089 -0.708 1.688  -0.23
14 N -2.105 -1.785 1.001  -0.83
15 N -0.134 0.539 0.938  -0.83
16 H -2.369 -1.008 0.406  0.37
17 H 0.764 0.909 0.462  0.46
18 H -0.566 1.263 1.505  0.39
19 H -1.652 -2.478 0.417  0.35
20 H -1.798 -0.676 2.730  0.19
21 H -1.011 -2.240 2.710  0.20
22 H 0.703 -0.512 2.573  0.20
23 H 0.655 -1.374 1.033  0.20

Properties
LUMO in eV: 0.77
Total charge: 0
HOMO level in eV: -7.09
Kohn-Sham gap in eV: 7.853

***

Run x
2 unconnected molecules or ions with the total composition C4H15N3O, computed with ωB97M-V/def2-TZVPD.

Each line ends with the natural charge from an NBO analysis.
Cartesian coordinates (Å):
1 C -0.200 -1.894 -0.150  -0.24
2 N -0.633 -2.968 -1.051  -0.82
3 C -1.397 -1.308 0.580  -0.22
4 N -1.079 -0.032 1.295  -0.74
5 H 0.346 -1.111 -0.675  0.19
6 H 0.481 -2.301 0.606  0.19
7 H -0.904 -2.538 -1.928  0.35
8 H 0.206 -3.457 -1.343  0.36
9 H -1.849 -1.989 1.297  0.21
10 H -2.142 -1.108 -0.196  0.20
11 H -1.952 0.258 1.727  0.40
12 H -0.444 -0.200 2.068  0.41
13 H -0.622 0.870 0.647  0.45
14 C 0.661 1.851 -1.467  -0.42
15 N 0.241 1.784 -0.063  -0.71
16 C 1.520 1.491 0.813  0.16
17 O 2.526 2.259 0.570  -0.85
18 H 1.412 2.632 -1.568  0.23
19 H -0.179 2.068 -2.127  0.18
20 H 1.114 0.905 -1.761  0.19
21 H 0.082 2.749 0.215  0.37
22 H 1.733 0.414 0.653  0.06
23 H 1.079 1.624 1.855  0.04

Properties
LUMO in eV: 0.17
Total charge: 0
HOMO level in eV: -6.70
Kohn-Sham gap in eV: 6.869

***

Run y
3 unconnected molecules or ions with the total composition C4H15N3O, computed with ωB97M-V/def2-TZVPD.

Each line ends with the natural charge from an NBO analysis.
Cartesian coordinates (Å):
1 C 1.019 0.473 -0.628  0.00
2 C -1.262 -1.453 -1.054  -0.42
3 C -1.892 0.906 -1.181  -0.42
4 C 1.860 -0.700 -0.991  -0.69
5 N -1.014 -0.095 -0.605  -0.52
6 H 0.717 1.087 -1.472  0.16
7 H 1.361 1.054 0.220  0.23
8 H -0.601 -2.122 -0.505  0.23
9 H -1.069 -1.543 -2.128  0.19
10 H -2.298 -1.765 -0.863  0.20
11 H -1.651 1.887 -0.771  0.21
12 H -1.757 0.947 -2.266  0.19
13 H -2.952 0.694 -0.984  0.20
14 H 2.803 -0.330 -1.413  0.24
15 H 2.082 -1.307 -0.117  0.25
16 H 1.398 -1.319 -1.761  0.21
17 N 1.248 0.346 2.252  -0.23
18 N 0.642 1.204 3.215  -0.68
19 O 0.343 -0.364 1.491  -0.79
20 H -0.916 -0.063 0.468  0.47
21 H 1.799 -0.326 2.783  0.32
22 H 0.335 2.037 2.724  0.33
23 H -0.194 0.749 3.587  0.32

Properties
LUMO in eV: 0.58
Total charge: 0
HOMO level in eV: -6.67
Kohn-Sham gap in eV: 7.254

***

Run z
3 unconnected molecules or ions with the total composition C4H15N3O, computed with ωB97M-V/def2-TZVPD.

Each line ends with the natural charge from an NBO analysis.
Cartesian coordinates (Å):
1 C 0.634 -0.872 -0.036  -0.26
2 C -0.028 -0.141 -1.285  -0.40
3 C -1.254 -0.840 -1.632  -0.50
4 N -2.563 -0.466 0.621  -0.99
5 N 1.574 -0.105 0.632  -0.34
6 C 1.132 0.389 1.901  -0.11
7 N -0.047 1.268 1.842  -0.80
8 H -0.138 -1.171 0.661  0.20
9 H 1.111 -1.777 -0.426  0.22
10 H -0.139 0.918 -1.107  0.22
11 H 0.733 -0.219 -2.064  0.27
12 H -1.915 -0.340 -2.329  0.23
13 H -1.100 -1.900 -1.855  0.21
14 H -3.047 -1.355 0.735  0.35
15 H -1.911 -0.793 -0.548  0.29
16 H -3.237 0.292 0.581  0.35
17 H 1.922 0.972 2.354  0.18
18 H 0.894 -0.436 2.586  0.19
19 H 0.051 1.831 1.008  0.35
20 H -0.886 0.718 1.697  0.38
21 H 3.275 1.900 -1.361  0.47
22 H 2.421 0.814 -0.565  0.49
23 O 2.517 1.315 -1.411  -1.00

Properties
LUMO in eV: -2.89
Total charge: 0
HOMO level in eV: -7.24
Kohn-Sham gap in eV: 4.351

***

Most stable: run x (next structure +63.2 kJ/mol)